(1)
{"formula": "C23H27F4O5P", "method": "ωB97M-V with the def2-TZVPD basis set", "multiplicity": 1, "gap_ev": 9.7, "homo_ev": -9.08, "charge": 0, "energy_ha": -2009.73632, "species": ["C", "C", "C", "F", "O", "P", "O", "O", "O", "C", "C", "O", "H", "H", "H", "H", "H", "H", "H", "H", "H", "H", "H", "H", "F", "C", "C", "C", "C", "C", "C", "H", "H", "H", "H", "H", "F", "C", "C", "C", "C", "C", "C", "H", "H", "H", "H", "H", "F", "C", "C", "C", "C", "C", "C", "H", "H", "H", "H", "H"], "coordinates": [[4.06695, -0.18685, -1.43870], [4.95353, 0.89646, -0.80134], [5.37205, 2.01787, -1.73150], [5.85224, 3.08546, -1.02259], [4.40120, 2.48448, -2.66769], [2.99843, 2.98323, -2.13479], [2.88913, 3.31408, -0.71307], [2.74230, 4.23180, -3.09107], [1.97768, 1.85445, -2.59184], [0.58193, 2.20227, -2.54273], [-0.17099, 1.23860, -1.63286], [-0.67107, 1.90838, -0.47158], [3.70755, 0.07558, -2.42802], [3.18482, -0.33770, -0.82069], [4.58480, -1.13871, -1.50884], [5.88648, 0.41258, -0.51332], [4.53816, 1.29131, 0.12114], [6.19710, 1.67069, -2.35194], [2.10624, 4.81663, -2.67094], [0.39681, 3.20331, -2.16327], [0.20466, 2.10388, -3.55777], [-1.01028, 0.80029, -2.17227], [0.46192, 0.41694, -1.31911], [-1.62101, 1.96908, -0.57477], [-0.79903, -1.02567, -0.02893], [-0.26533, -1.66433, 1.03529], [0.57800, -0.95854, 1.86899], [1.12654, -1.61073, 2.96355], [0.83266, -2.94688, 3.20147], [-0.01675, -3.63416, 2.34489], [-0.57737, -2.98994, 1.25211], [0.79426, 0.08179, 1.66028], [1.78431, -1.07248, 3.63245], [1.26535, -3.45156, 4.05485], [-0.24479, -4.67595, 2.52535], [-1.24583, -3.50605, 0.57713], [-3.06975, 2.96986, 1.54320], [-2.24094, 3.78091, 2.24577], [-2.71068, 4.37918, 3.39665], [-1.85571, 5.20705, 4.11001], [-0.56031, 5.42720, 3.66128], [-0.11535, 4.81454, 2.49689], [-0.95865, 3.97779, 1.77970], [-3.72605, 4.19828, 3.72366], [-2.20320, 5.68071, 5.01829], [0.10166, 6.07562, 4.21970], [0.89285, 4.98471, 2.14295], [-0.63650, 3.47750, 0.87256], [-1.71127, -5.66465, -0.48993], [-2.93479, -5.70176, -1.05972], [-3.18405, -4.90024, -2.15475], [-4.44158, -4.94273, -2.73853], [-5.42561, -5.77267, -2.21963], [-5.15113, -6.56673, -1.11488], [-3.89474, -6.53777, -0.52791], [-2.40391, -4.25633, -2.53848], [-4.65256, -4.32552, -3.60116], [-6.40562, -5.80013, -2.67629], [-5.91749, -7.21143, -0.70669], [-3.65725, -7.15301, 0.32948]], "forces_ev_per_angstrom": [[-0.19, 0.09, 0.21], [0.18, -0.33, 0.05], [0.49, -0.30, -0.34], [-0.11, 0.00, 0.06], [-0.16, -0.26, 0.42], [-0.30, 0.42, 0.60], [0.02, -0.05, 0.00], [0.03, -0.31, -0.26], [0.33, 0.41, -0.31], [-0.28, -0.83, -0.02], [-0.37, 0.26, 0.18], [0.25, -0.25, -0.40], [0.06, 0.05, -0.11], [-0.09, -0.08, -0.01], [0.08, -0.05, -0.02], [0.15, 0.17, 0.12], [-0.27, 0.24, -0.13], [-0.09, 0.10, -0.26], [-0.01, 0.31, 0.06], [0.18, 0.19, -0.03], [0.08, 0.21, -0.14], [-0.01, -0.07, -0.10], [0.26, 0.03, -0.01], [-0.24, 0.05, 0.26], [-0.12, -0.21, 0.00], [0.11, -0.01, 0.20], [0.07, 0.19, -0.03], [-0.04, -0.10, -0.03], [0.02, -0.02, 0.03], [0.07, 0.09, 0.05], [-0.14, -0.07, -0.14], [-0.05, 0.00, -0.01], [0.01, 0.02, -0.01], [0.00, 0.00, 0.00], [-0.02, -0.01, -0.01], [0.02, 0.00, -0.02], [0.00, 0.01, -0.02], [0.10, 0.10, 0.09], [-0.18, -0.04, 0.06], [0.09, -0.01, -0.07], [0.02, 0.02, 0.02], [-0.07, 0.03, 0.09], [0.08, -0.04, -0.23], [0.01, -0.02, -0.01], [-0.02, 0.00, 0.00], [0.00, 0.00, 0.00], [0.01, -0.03, -0.02], [0.04, 0.12, 0.21], [0.02, -0.02, 0.02], [-0.15, 0.00, -0.08], [0.12, 0.11, -0.07], [-0.04, -0.07, 0.07], [-0.04, 0.00, -0.02], [0.02, 0.06, -0.07], [0.02, -0.10, 0.14], [0.02, -0.02, 0.01], [0.01, 0.02, 0.00], [0.00, 0.00, 0.00], [0.00, -0.02, 0.01], [0.02, 0.02, 0.00]]}

(2)
{"formula": "C23H27I2LuN5OS", "method": "ωB97M-V with the def2-TZVPD basis set", "multiplicity": 1, "gap_ev": 6.8, "relative_energy_ev": 3.450, "homo_ev": -9.41, "charge": 1, "energy_ha": -3470.55743, "species": ["Lu", "I", "C", "C", "C", "I", "C", "O", "C", "C", "N", "C", "C", "C", "C", "C", "C", "N", "C", "H", "H", "H", "H", "H", "H", "H", "H", "H", "H", "H", "C", "N", "C", "C", "C", "C", "C", "C", "C", "C", "H", "H", "H", "H", "H", "H", "H", "H", "H", "H", "H", "H", "N", "C", "N", "S", "H", "H", "H", "H"], "coordinates": [[-0.92625, 0.34478, -0.70883], [5.79812, -3.32490, 1.64123], [4.48463, -1.94684, 0.95716], [4.69042, -0.60530, 1.14211], [3.80152, 0.35704, 0.66146], [4.57738, 2.31311, 0.98412], [2.64881, -0.04303, -0.00450], [1.56434, 0.74484, -0.34177], [2.51370, -1.40086, -0.32716], [1.46832, -1.95992, -1.32273], [0.05221, -1.91036, -0.81292], [-0.83336, -2.85494, -1.55909], [-2.25932, -2.65953, -1.08080], [-3.16553, -3.69960, -1.08744], [-4.46288, -3.42441, -0.69631], [-4.80721, -2.16959, -0.21898], [-3.80114, -1.18201, -0.16309], [-2.53758, -1.36753, -0.71494], [3.42576, -2.32343, 0.13891], [5.54175, -0.27844, 1.70597], [1.78837, -2.98996, -1.50804], [1.44657, -1.44161, -2.25979], [0.15821, -2.27791, 0.11782], [-0.47323, -3.90202, -1.44784], [-0.81917, -2.54491, -2.57948], [-2.90674, -4.70524, -1.44336], [-5.24220, -4.19602, -0.72253], [-5.80707, -1.91776, 0.09753], [-4.06208, -0.16721, 0.12369], [3.29597, -3.36171, -0.18899], [-1.59309, 1.09292, 2.64573], [-0.40966, 0.50072, 1.99746], [-0.16457, -0.85500, 2.60897], [0.80770, 1.32244, 2.34752], [1.21378, 2.39896, 1.35020], [1.00419, 3.67972, 1.72621], [1.05267, 4.68882, 0.73263], [1.27403, 4.33278, -0.58620], [1.47430, 3.04553, -0.97389], [1.40941, 2.08877, 0.01499], [-1.37470, 1.31768, 3.70215], [-2.48708, 0.41966, 2.58490], [-1.76599, 2.05710, 2.20813], [-0.06054, -0.88746, 3.71939], [0.80088, -1.20156, 2.19733], [-0.95434, -1.56036, 2.33857], [1.65059, 0.64663, 2.49529], [0.67065, 1.71956, 3.37289], [0.84154, 3.85951, 2.75241], [0.96407, 5.73007, 0.97820], [1.39075, 5.13442, -1.31413], [1.71092, 2.76394, -2.00118], [-0.96356, 2.59708, -3.33226], [-1.33029, 1.58153, -2.48062], [-1.83025, 0.24031, -3.01553], [-2.70593, 2.03526, -0.59771], [-0.09449, 3.04052, -3.01555], [-1.52266, 3.11357, -4.00043], [-1.31511, -0.08281, -3.83803], [-2.84555, 0.07495, -2.99889]], "forces_ev_per_angstrom": [[0.06, 0.42, 0.51], [0.67, -0.72, 0.44], [-0.68, 0.25, -0.90], [-0.17, 0.15, 0.25], [0.30, 0.59, 0.18], [-0.43, -0.30, -0.19], [0.02, 0.01, 0.43], [-0.39, -0.47, -0.78], [-0.80, -0.32, -0.96], [-0.21, 0.22, 1.01], [1.06, -0.69, -0.39], [0.13, 0.15, 1.19], [0.82, 0.95, 0.04], [-0.19, -0.13, -0.19], [-1.04, -0.31, 0.33], [1.47, 0.64, 0.04], [0.27, -0.55, -1.72], [-2.43, -1.92, 1.84], [-0.07, -0.55, -0.07], [0.30, 0.13, 0.09], [-0.27, 0.04, -0.12], [0.36, 0.45, -0.62], [-0.41, -0.11, 0.68], [-0.37, 0.59, -0.21], [0.27, 0.00, -0.99], [0.10, 0.57, 0.23], [0.45, 0.22, -0.10], [-0.02, -0.08, 0.10], [0.38, -0.07, 0.09], [0.19, 0.37, 0.35], [-0.19, -0.19, 0.50], [0.73, -0.81, 0.62], [0.57, 0.12, -0.40], [0.65, -0.52, 0.42], [-2.10, -1.91, 0.49], [0.34, 2.12, -1.85], [0.22, -0.89, 0.86], [0.21, 1.93, -0.07], [0.17, -1.38, -0.21], [0.85, -0.04, 0.01], [-0.09, -0.45, 0.01], [0.82, 0.70, -0.17], [-0.52, 0.31, -0.53], [-0.18, 0.49, -0.61], [-0.45, -0.15, 0.16], [-0.06, 0.17, -0.07], [0.00, -0.29, -0.28], [-0.06, 0.29, -0.59], [-0.31, 0.58, 0.91], [-0.17, 0.22, 0.18], [-0.23, -0.18, 0.06], [-0.03, 0.05, 0.31], [0.52, -0.65, 0.63], [0.63, -0.12, 0.09], [-0.29, 0.99, 0.99], [0.71, -0.41, -1.37], [-1.09, 0.12, -0.40], [-0.15, -0.31, 0.19], [-0.57, 0.45, 0.13], [0.72, 0.23, -0.54]]}

(3)
{"formula": "C23H27KN6O4S3", "method": "ωB97M-V with the def2-TZVPD basis set", "multiplicity": 1, "gap_ev": 5.7, "relative_energy_ev": 0.044, "homo_ev": -1.78, "charge": -2, "energy_ha": -3316.80147, "species": ["K", "N", "C", "S", "N", "N", "C", "C", "C", "C", "C", "C", "C", "O", "H", "H", "H", "H", "H", "H", "H", "C", "N", "C", "C", "O", "C", "O", "C", "C", "O", "N", "C", "C", "H", "H", "H", "H", "H", "H", "H", "H", "H", "H", "H", "H", "H", "H", "H", "H", "S", "C", "N", "C", "C", "C", "C", "C", "C", "S", "H", "H", "H", "H"], "coordinates": [[0.05579, -0.46155, 1.78501], [-3.81411, 1.39574, 1.42319], [-3.05020, 2.49270, 1.80065], [-3.42137, 4.00619, 1.02431], [-2.12188, 2.37345, 2.70465], [-1.93349, 1.03325, 3.09111], [-1.98179, 0.82452, 4.34917], [-1.82772, -0.46094, 5.02913], [-1.84942, -0.41935, 6.42653], [-1.76854, -1.54798, 7.22178], [-1.67486, -2.78945, 6.58102], [-1.65663, -2.87940, 5.21031], [-1.71617, -1.73226, 4.34880], [-1.66248, -1.85971, 3.08766], [-4.26915, 1.50751, 0.53472], [-3.40604, 0.49377, 1.63664], [-2.16446, 1.68201, 5.00836], [-1.93919, 0.55675, 6.89698], [-1.78428, -1.47236, 8.30200], [-1.61547, -3.69819, 7.17382], [-1.58308, -3.84249, 4.71710], [-2.58379, 3.08077, -2.21035], [-2.30809, 1.72499, -1.77723], [-3.24826, 0.72963, -2.24557], [-1.31946, 1.35316, -0.93487], [-1.14577, 0.18006, -0.61470], [-0.39405, 2.43798, -0.37829], [0.75003, 1.85513, 0.19973], [1.67081, 1.43332, -0.77268], [2.71261, 0.53631, -0.11576], [2.63169, 0.24864, 1.07277], [3.70323, 0.08249, -0.90573], [3.83207, 0.43077, -2.30727], [4.70984, -0.78452, -0.30974], [-3.59006, 3.36533, -1.90160], [-2.48856, 3.14482, -3.30082], [-1.91911, 3.79249, -1.73744], [-4.26641, 1.04373, -1.99989], [-3.03251, -0.22073, -1.76762], [-3.17638, 0.61296, -3.33199], [-0.93156, 2.98946, 0.39857], [-0.09956, 3.14050, -1.16574], [2.16562, 2.30004, -1.23566], [1.17304, 0.87039, -1.57059], [2.85913, 0.52642, -2.78696], [4.35530, -0.37752, -2.81697], [4.39662, 1.35944, -2.45115], [4.23960, -1.44708, 0.41014], [5.48403, -0.19837, 0.19558], [5.16012, -1.40240, -1.08176], [5.04885, -4.28459, -1.52082], [3.83068, -3.44020, -2.33663], [2.76051, -2.84775, -1.86842], [2.01083, -2.25073, -2.85713], [0.82848, -1.52970, -2.65428], [0.18591, -0.94922, -3.73751], [0.68921, -1.07340, -5.03254], [1.86020, -1.78394, -5.25423], [2.50956, -2.36494, -4.17441], [3.98791, -3.26566, -4.12372], [0.41938, -1.34438, -1.66795], [-0.72200, -0.38293, -3.56138], [0.17052, -0.61315, -5.86504], [2.26430, -1.87984, -6.25534]], "forces_ev_per_angstrom": [[-0.18, 0.08, 0.00], [-0.01, 0.02, 0.00], [0.04, -0.02, 0.01], [-0.01, 0.01, -0.01], [-0.04, 0.01, 0.01], [0.00, -0.05, 0.04], [0.08, 0.02, -0.06], [-0.01, -0.01, 0.00], [0.00, 0.00, 0.01], [0.00, 0.00, 0.00], [0.00, 0.01, 0.00], [0.00, -0.01, 0.00], [0.02, 0.02, 0.03], [0.06, -0.02, 0.03], [0.00, -0.01, 0.00], [-0.01, 0.00, 0.00], [-0.03, 0.02, -0.03], [0.00, 0.00, 0.00], [0.00, 0.00, 0.00], [0.00, 0.00, 0.00], [0.00, 0.00, 0.00], [0.02, -0.01, 0.01], [0.00, -0.01, -0.03], [-0.02, 0.01, 0.01], [0.02, 0.00, 0.00], [0.05, 0.03, 0.00], [0.02, -0.01, -0.03], [0.03, 0.02, 0.00], [0.00, -0.01, 0.00], [-0.02, 0.00, -0.01], [-0.03, -0.04, 0.03], [0.01, 0.00, 0.01], [0.00, -0.02, -0.01], [0.00, 0.01, 0.00], [-0.01, 0.00, -0.01], [0.00, 0.01, 0.00], [-0.01, 0.01, 0.01], [0.00, -0.01, 0.00], [0.01, 0.00, 0.00], [-0.01, 0.01, 0.00], [-0.01, -0.01, 0.01], [0.00, 0.01, 0.01], [0.00, 0.00, 0.01], [0.00, 0.00, 0.00], [0.00, 0.01, 0.01], [-0.01, 0.00, 0.00], [0.01, 0.00, 0.00], [0.00, 0.00, 0.00], [0.00, 0.00, 0.01], [0.00, 0.00, -0.01], [0.01, -0.01, 0.01], [-0.01, 0.03, -0.02], [0.03, -0.01, -0.02], [-0.08, 0.01, 0.00], [0.01, 0.22, -0.05], [0.00, 0.01, -0.01], [-0.02, 0.01, 0.00], [0.01, -0.01, -0.01], [-0.02, 0.01, 0.02], [0.00, -0.01, -0.01], [0.10, -0.30, 0.05], [0.00, 0.00, 0.01], [0.00, 0.00, 0.00], [0.01, 0.00, 0.00]]}

(4)
{"formula": "C23H27MoN4O2S", "method": "ωB97M-V with the def2-TZVPD basis set", "multiplicity": 3, "gap_ev": [7.7, 7.5], "relative_energy_ev": 0.000, "homo_ev": [-11.07, -11.04], "charge": 1, "energy_ha": -1728.28913, "species": ["Mo", "O", "N", "C", "C", "C", "C", "C", "S", "H", "H", "H", "H", "N", "C", "O", "C", "C", "C", "C", "N", "C", "H", "H", "H", "H", "H", "H", "C", "C", "C", "C", "C", "C", "C", "C", "C", "C", "C", "C", "N", "H", "H", "H", "H", "H", "H", "H", "H", "H", "H", "H", "H", "H", "H", "H", "H", "H"], "coordinates": [[-12.99767, -12.94372, -2.80170], [-14.56364, -11.76349, -3.20964], [-15.52492, -11.41713, -2.32051], [-16.61396, -10.76878, -2.72839], [-17.64848, -10.48922, -1.87025], [-17.54413, -10.85767, -0.52760], [-16.44206, -11.51360, -0.10846], [-15.38761, -11.80024, -1.01787], [-13.87903, -12.53237, -0.54719], [-16.66977, -10.57257, -3.79026], [-18.53846, -10.07461, -2.29859], [-18.32002, -10.59629, 0.21359], [-16.37801, -11.88093, 0.87328], [-9.57384, -10.40724, 1.31764], [-8.65297, -11.21873, 0.69091], [-7.52493, -11.46661, 1.04866], [-9.19156, -11.97976, -0.57094], [-8.22739, -12.36709, -1.43744], [-8.53839, -12.98143, -2.58125], [-9.87878, -13.19411, -2.92194], [-10.88014, -12.71675, -2.14437], [-10.53128, -12.18568, -0.97494], [-9.29922, -9.95732, 2.18763], [-10.41870, -10.05280, 0.90511], [-7.21411, -12.15195, -1.12634], [-7.75719, -13.39116, -3.20555], [-10.20190, -13.75814, -3.80067], [-11.36013, -11.92219, -0.30253], [-11.13853, -16.78581, -1.89518], [-12.35422, -16.91683, -2.85039], [-13.65330, -16.36172, -2.27567], [-12.06905, -16.53252, -4.28473], [-11.55373, -17.46036, -5.13236], [-11.17741, -17.18680, -6.42646], [-11.47566, -15.95266, -6.98861], [-12.10219, -14.92518, -6.23603], [-12.60624, -13.67260, -6.89091], [-11.73153, -12.41045, -6.71494], [-14.09026, -13.40766, -6.65509], [-12.27114, -15.20390, -4.83973], [-12.62726, -14.14854, -3.99912], [-11.45130, -16.84832, -0.84718], [-10.60738, -15.84150, -2.07813], [-10.40296, -17.58362, -2.06041], [-12.57135, -17.97154, -2.91402], [-13.56007, -15.41341, -1.72549], [-13.94235, -17.08953, -1.46576], [-14.45842, -16.28888, -2.99138], [-11.43259, -18.48898, -4.80285], [-10.69497, -17.91974, -7.06736], [-11.35560, -15.76872, -8.04436], [-12.58846, -13.87202, -7.94505], [-11.50589, -12.11137, -5.66840], [-12.20963, -11.55734, -7.19781], [-10.82226, -12.57068, -7.19520], [-14.30784, -13.12656, -5.61347], [-14.71024, -14.26048, -6.94046], [-14.36323, -12.54481, -7.32524]], "forces_ev_per_angstrom": [[1.12, -0.32, -0.38], [-0.78, 0.60, -0.04], [0.53, -0.90, 1.38], [-0.96, 0.11, -0.80], [0.38, -0.17, -0.23], [-1.23, 0.83, 0.17], [1.39, -0.47, -1.37], [0.21, 0.21, 0.24], [-0.68, -0.04, 0.23], [0.13, 0.05, 0.04], [-0.22, 0.37, 0.06], [0.33, -0.30, -0.68], [0.37, -0.27, 1.12], [1.02, -0.17, 0.46], [-1.53, -0.87, -0.48], [-0.56, 0.60, 0.17], [-1.73, 1.27, 0.76], [1.68, 0.82, 1.31], [-1.17, -1.82, -2.41], [0.33, 0.20, -0.09], [0.20, -0.93, -0.22], [0.43, 1.01, 1.75], [0.09, -0.19, -0.41], [0.11, -0.28, -0.31], [0.20, -0.20, -0.20], [-0.10, 0.08, -0.23], [0.34, 0.36, 0.19], [0.46, 0.04, -0.39], [0.01, 0.18, -0.43], [-0.08, 0.00, -0.02], [0.09, -0.49, 1.90], [-0.11, 2.42, -0.10], [0.55, -1.58, -0.17], [-0.01, 0.78, -1.15], [-0.94, 0.88, 0.62], [0.59, -1.47, 1.11], [-0.08, 0.52, 0.13], [-1.36, 0.14, 1.26], [-0.32, 1.08, -0.08], [0.00, -0.63, 0.13], [-0.21, 0.09, -0.12], [0.00, 0.12, -0.19], [-0.19, -0.06, 0.25], [-0.24, 0.14, -0.09], [0.12, -0.56, -0.11], [0.10, -0.08, -0.35], [-0.07, 0.67, -0.77], [-0.17, -0.02, -0.26], [0.07, 0.13, 0.25], [-0.18, -0.11, 0.28], [0.28, -0.07, -0.17], [0.37, -0.23, -0.73], [-0.34, -0.36, -0.45], [-0.07, -0.03, 0.01], [1.75, -0.22, -0.80], [-0.06, -0.07, -0.39], [0.10, 0.02, 0.09], [0.03, -0.77, 0.73]]}